# 1
The following is a quantum chemistry calculation of a 9-piece molecular cluster, C27H73N15O11 overall at a distorted geometry, from the Open Molecules 2025 dataset.

Geometry (Å):
C1 -3.426 0.524 -2.472
O1 -3.559 0.073 -3.813
C2 -3.149 -1.263 -4.013
C3 -4.096 -2.279 -3.413
N1 -3.740 -3.651 -3.757
C4 -4.608 -4.569 -3.068
C5 -4.356 -5.947 -3.666
O2 -4.700 -6.007 -5.049
C6 -4.088 -7.055 -5.741
H1 -2.379 0.529 -2.159
H2 -4.093 -0.071 -1.851
H3 -3.719 1.574 -2.489
H4 -2.129 -1.412 -3.639
H5 -3.044 -1.452 -5.085
H6 -5.108 -2.079 -3.798
H7 -4.155 -2.117 -2.335
H8 -3.736 -3.819 -4.754
H9 -5.678 -4.355 -3.237
H10 -4.461 -4.595 -1.988
H11 -5.042 -6.676 -3.216
H12 -3.329 -6.280 -3.490
H13 -2.992 -6.980 -5.728
H14 -4.429 -7.000 -6.773
H15 -4.286 -8.052 -5.326
C7 2.623 -1.771 -4.931
O3 1.716 -1.265 -3.991
C8 1.836 -1.788 -2.691
C9 0.520 -1.460 -1.983
N2 0.369 -2.163 -0.727
C10 1.268 -1.715 0.333
C11 0.680 -1.939 1.719
O4 0.945 -3.295 2.070
C12 0.271 -3.794 3.185
H16 2.407 -2.804 -5.224
H17 3.643 -1.680 -4.541
H18 2.567 -1.197 -5.857
H19 2.658 -1.322 -2.155
H20 2.077 -2.856 -2.653
H21 -0.257 -1.821 -2.657
H22 0.414 -0.383 -1.806
H23 -0.588 -2.086 -0.398
H24 1.384 -0.624 0.270
H25 2.235 -2.211 0.230
H26 -0.414 -1.842 1.765
H27 1.085 -1.232 2.452
H28 -0.807 -3.584 3.164
H29 0.615 -3.388 4.148
H30 0.409 -4.867 3.313
C13 4.803 0.711 0.233
C14 5.019 2.087 -0.439
C15 6.178 1.914 -1.459
C16 5.719 1.300 -2.772
C17 4.526 2.097 -3.327
C18 3.367 2.315 -2.329
N3 3.853 2.717 -1.021
O5 2.849 3.061 -0.105
C19 2.365 3.331 -2.921
C20 2.572 0.985 -2.300
C21 5.663 3.031 0.602
H31 5.752 0.341 0.622
H32 4.556 -0.047 -0.516
H33 3.973 0.710 0.942
H34 6.448 2.923 -1.797
H35 7.045 1.452 -0.991
H36 5.295 0.303 -2.582
H37 6.493 1.075 -3.507
H38 4.161 1.396 -4.083
H39 4.806 3.026 -3.828
H40 1.401 3.199 -2.430
H41 2.751 4.342 -2.778
H42 2.197 3.192 -3.990
H43 1.970 0.822 -3.192
H44 3.224 0.128 -2.232
H45 1.840 0.951 -1.492
H46 5.002 3.098 1.474
H47 5.621 4.068 0.267
H48 6.649 2.642 0.837
H49 2.416 2.222 0.140
C22 -2.373 0.272 5.259
O6 -3.526 0.177 5.656
N4 -1.572 -0.750 4.844
N5 -1.688 1.459 5.275
H50 -0.589 -0.592 4.703
H51 -1.980 -1.595 4.490
H52 -2.200 2.279 5.556
H53 -0.684 1.479 5.394
C23 -0.151 1.482 1.458
O7 1.073 1.458 1.248
N6 -1.101 1.109 0.584
N7 -0.645 1.916 2.641
H54 -2.080 1.293 0.782
H55 -0.812 0.660 -0.268
H56 -1.640 2.001 2.741
H57 0.001 1.965 3.410
C24 -3.208 -1.824 0.749
O8 -2.422 -1.599 -0.163
N8 -3.702 -0.893 1.603
N9 -3.734 -3.077 0.963
H58 -4.426 -1.159 2.246
H59 -3.522 0.096 1.449
H60 -3.445 -3.774 0.298
H61 -4.571 -3.211 1.498
C25 -4.468 2.324 0.627
O9 -3.585 1.965 1.423
N10 -5.404 1.526 0.084
N11 -4.426 3.613 0.190
H62 -6.099 1.989 -0.476
H63 -5.481 0.531 0.176
H64 -5.207 4.019 -0.295
H65 -3.607 4.174 0.330
C26 -0.112 5.430 6.286
O10 -1.142 5.844 5.766
N12 0.454 4.235 5.990
N13 0.449 6.109 7.335
H66 0.108 3.788 5.160
H67 1.108 3.794 6.606
H68 1.210 5.629 7.776
H69 -0.030 6.962 7.550
C27 2.370 1.575 4.610
O11 1.216 1.257 4.908
N14 3.405 1.567 5.499
N15 2.803 1.983 3.392
H70 3.312 1.376 6.480
H71 4.343 1.647 5.158
H72 3.777 2.079 3.182
H73 2.127 2.063 2.625

As for the SMILES: CC1(C)CCCC(C)(C)N1O.COCCNCCOC.COCCNCCOC.NC(N)=O.NC(N)=O.NC(N)=O.NC(N)=O.NC(N)=O.NC(N)=O. The calculation puts the lowest unoccupied orbital energy at 0.1 eV. As for the highest occupied orbital energy: -7.696 eV. As for the total charge: 0. Its total energy is -2721.623752 a.u. As for the orbital gap: 7.83 eV.

# 2
The following is a quantum chemistry calculation of a 9-piece molecular cluster, C62H142N8O13 overall at a distorted geometry, from the Open Molecules 2025 dataset.

Geometry (Å):
C1 0.982 0.576 -0.005
C2 0.509 -0.119 -1.236
O1 -0.590 0.595 -1.948
H1 1.735 -0.088 0.484
H2 0.064 0.644 0.641
H3 1.418 1.577 -0.129
H4 -0.042 -1.046 -0.803
H5 1.300 -0.353 -1.977
H6 -0.271 1.500 -2.148
C3 5.869 -2.516 2.070
C4 4.344 -2.919 1.837
C5 4.214 -4.352 1.544
C6 2.770 -4.851 1.638
C7 2.326 -4.611 3.077
C8 2.377 -3.074 3.412
N1 3.738 -2.648 3.125
O2 3.775 -1.268 3.379
C9 1.180 -2.296 2.806
C10 2.314 -2.849 4.966
C11 3.804 -1.989 0.688
H7 6.194 -3.204 2.918
H8 5.940 -1.488 2.397
H9 6.485 -2.767 1.153
H10 4.629 -4.574 0.509
H11 4.838 -4.942 2.217
H12 2.628 -5.943 1.420
H13 2.111 -4.271 0.926
H14 2.917 -5.158 3.769
H15 1.318 -4.954 3.254
H16 1.294 -1.211 3.040
H17 1.171 -2.312 1.709
H18 0.231 -2.615 3.263
H19 1.315 -3.210 5.372
H20 3.134 -3.409 5.418
H21 2.440 -1.714 5.151
H22 3.943 -0.946 0.925
H23 2.775 -2.152 0.589
H24 4.327 -2.211 -0.243
H25 4.548 -1.111 3.921
C12 -3.710 4.129 2.404
C13 -2.940 4.309 1.096
C14 -2.093 3.065 0.822
C15 -2.820 1.830 0.326
C16 -3.628 2.143 -0.867
C17 -4.525 3.331 -0.699
N2 -3.764 4.457 -0.103
O3 -4.644 5.514 0.050
C18 -5.074 3.729 -2.092
C19 -5.812 2.983 0.219
C20 -2.202 5.632 1.173
H26 -3.036 3.975 3.226
H27 -4.282 3.169 2.317
H28 -4.412 4.881 2.573
H29 -1.274 3.319 0.101
H30 -1.442 2.910 1.708
H31 -3.494 1.448 1.160
H32 -2.064 1.075 0.221
H33 -4.351 1.373 -1.158
H34 -2.928 2.311 -1.664
H35 -5.767 4.519 -1.971
H36 -4.301 3.939 -2.860
H37 -5.679 2.924 -2.502
H38 -6.584 2.384 -0.280
H39 -5.460 2.441 1.126
H40 -6.339 3.890 0.622
H41 -1.701 5.758 2.068
H42 -2.970 6.356 1.054
H43 -1.569 5.749 0.256
H44 -5.309 5.234 0.705
C21 1.992 2.256 2.913
C22 2.711 3.623 2.919
C23 2.646 4.355 1.642
C24 1.228 4.958 1.439
C25 1.106 6.045 2.555
C26 1.015 5.356 3.963
N3 2.257 4.552 3.964
O4 2.466 3.984 5.279
C27 1.045 6.430 5.001
C28 -0.379 4.558 4.194
C29 4.235 3.364 3.152
H45 2.126 1.711 3.861
H46 2.510 1.654 2.118
H47 0.972 2.353 2.610
H48 3.367 5.091 1.512
H49 2.945 3.590 0.893
H50 0.441 4.214 1.451
H51 1.149 5.437 0.515
H52 0.262 6.670 2.517
H53 2.018 6.571 2.565
H54 0.848 6.114 6.010
H55 2.050 6.921 5.008
H56 0.332 7.205 4.738
H57 -0.228 4.036 5.135
H58 -1.207 5.223 4.315
H59 -0.607 3.882 3.395
H60 4.690 4.403 3.275
H61 4.685 2.866 2.277
H62 4.377 2.741 4.065
H63 1.830 3.202 5.287
C30 4.143 3.142 -2.879
C31 4.436 1.699 -3.455
C32 5.439 1.801 -4.573
C33 6.900 1.909 -4.099
C34 7.242 0.784 -3.152
C35 6.256 0.858 -1.951
N4 4.896 0.684 -2.503
O5 3.982 0.577 -1.390
C36 6.640 -0.362 -1.043
C37 6.409 2.151 -1.096
C38 3.086 1.153 -3.972
H64 3.717 3.723 -3.657
H65 5.074 3.737 -2.693
H66 3.488 3.078 -2.001
H67 5.290 0.906 -5.193
H68 5.105 2.626 -5.171
H69 7.187 2.896 -3.751
H70 7.615 1.733 -4.988
H71 8.305 0.961 -2.837
H72 7.103 -0.229 -3.530
H73 7.715 -0.248 -0.954
H74 6.168 -0.282 -0.050
H75 6.403 -1.259 -1.642
H76 6.619 3.012 -1.728
H77 5.520 2.361 -0.464
H78 7.238 1.992 -0.378
H79 2.288 1.278 -3.256
H80 3.221 0.068 -4.084
H81 2.727 1.589 -4.893
H82 3.890 -0.378 -1.213
C39 -5.550 -8.172 -5.859
O6 -4.940 -7.865 -4.652
C40 -5.354 -6.618 -4.081
C41 -4.563 -6.455 -2.793
N5 -4.797 -5.185 -2.140
C42 -4.259 -5.156 -0.767
C43 -4.114 -3.686 -0.407
O7 -3.176 -3.007 -1.243
C44 -2.991 -1.672 -0.736
H83 -4.869 -8.661 -6.498
H84 -5.883 -7.244 -6.308
H85 -6.475 -8.787 -5.705
H86 -6.392 -6.410 -3.946
H87 -5.072 -5.828 -4.875
H88 -3.512 -6.648 -2.938
H89 -4.807 -7.208 -2.001
H90 -4.289 -4.456 -2.640
H91 -3.302 -5.689 -0.737
H92 -4.883 -5.673 -0.046
H93 -3.972 -3.546 0.634
H94 -5.088 -3.222 -0.557
H95 -2.457 -1.063 -1.458
H96 -2.492 -1.597 0.239
H97 -4.008 -1.218 -0.505
C45 -0.815 4.515 -2.600
O8 -0.597 3.137 -3.056
C46 -0.569 2.979 -4.492
C47 -1.977 2.565 -4.890
N6 -2.401 1.321 -4.408
C48 -3.773 1.069 -4.343
C49 -4.082 -0.396 -4.075
O9 -5.447 -0.669 -4.365
C50 -5.762 -1.955 -3.882
H98 -1.836 4.786 -2.634
H99 -0.229 5.266 -3.189
H100 -0.405 4.506 -1.577
H101 0.202 2.327 -4.664
H102 -0.348 3.923 -4.961
H103 -1.947 2.498 -5.978
H104 -2.539 3.429 -4.596
H105 -1.971 1.100 -3.489
H106 -4.300 1.248 -5.283
H107 -4.295 1.687 -3.641
H108 -3.984 -0.523 -3.004
H109 -3.423 -1.107 -4.522
H110 -5.720 -1.941 -2.773
H111 -5.046 -2.689 -4.334
H112 -6.820 -2.134 -4.103
C51 -0.489 -1.438 -5.406
O10 -0.153 -1.906 -4.134
C52 0.797 -2.905 -4.168
C53 0.800 -3.524 -2.840
N7 -0.499 -4.107 -2.550
C54 -0.388 -5.195 -1.560
C55 0.018 -6.481 -2.306
O11 0.266 -7.470 -1.244
C56 0.482 -8.710 -1.752
H113 -1.149 -0.622 -5.252
H114 -0.948 -2.216 -5.937
H115 0.371 -1.110 -6.008
H116 1.804 -2.510 -4.505
H117 0.461 -3.715 -4.922
H118 1.045 -2.755 -2.046
H119 1.571 -4.327 -2.842
H120 -1.225 -3.443 -2.354
H121 -1.378 -5.355 -1.152
H122 0.360 -5.112 -0.741
H123 0.995 -6.181 -2.713
H124 -0.705 -6.808 -3.072
H125 1.444 -8.847 -2.292
H126 -0.289 -9.002 -2.525
H127 0.470 -9.510 -1.000
C57 1.275 2.502 7.883
O12 0.394 2.012 6.832
C58 0.333 0.633 6.795
C59 -0.570 0.266 5.609
N8 -1.900 0.842 5.811
C60 -2.649 1.019 4.617
C61 -3.662 -0.126 4.380
O13 -2.913 -1.316 4.166
C62 -3.651 -2.465 3.957
H128 1.461 3.546 7.745
H129 2.261 2.020 7.808
H130 0.780 2.152 8.816
H131 -0.112 0.196 7.738
H132 1.338 0.233 6.551
H133 -0.657 -0.857 5.593
H134 0.079 0.663 4.784
H135 -1.759 1.721 6.297
H136 -2.025 0.929 3.720
H137 -3.159 2.008 4.542
H138 -4.243 0.181 3.427
H139 -4.330 -0.217 5.241
H140 -2.931 -3.323 3.890
H141 -4.262 -2.512 3.062
H142 -4.289 -2.564 4.811

The relative energy (zero: lowest compared OMol25 entry of this formula, charge and spin) is 0.000 eV. As for the SMILES: CC1(C)CCCC(C)(C)N1O.CC1(C)CCCC(C)(C)N1O.CC1(C)CCCC(C)(C)N1O.CC1(C)CCCC(C)(C)N1O.COCCNCCOC.COCCNCCOC.COCCNCCOC.COCCNCCOC.CCO. The calculation puts the lowest unoccupied orbital energy at 0.6 eV. As for the highest occupied orbital energy: -8.362 eV. As for the total charge: 0. Its total energy is -3863.172499 a.u. As for the orbital gap: 8.93 eV.

# 3
The following is a quantum chemistry calculation of a 8-piece molecular cluster, C24H24F8O24 overall at a distorted geometry, from the Open Molecules 2025 dataset.

Geometry (Å):
C1 -3.364 1.501 4.746
C2 -3.571 1.622 3.293
O1 -2.293 1.835 2.740
C3 -1.371 1.873 3.749
O2 -0.184 1.839 3.615
O3 -1.963 1.801 4.954
F1 -4.466 2.657 3.168
H1 -3.631 0.514 5.084
H2 -4.016 2.214 5.207
H3 -3.986 0.723 2.832
C4 -1.931 2.169 -4.792
C5 -0.397 2.340 -4.873
O4 0.062 1.686 -3.753
C6 -0.951 1.039 -3.105
O5 -0.780 0.304 -2.193
O6 -2.069 1.219 -3.812
F2 -0.043 3.680 -4.904
H4 -2.413 1.802 -5.681
H5 -2.387 3.107 -4.624
H6 0.039 1.951 -5.758
C7 5.058 -0.927 -1.694
C8 4.099 -0.097 -2.545
O7 4.653 1.199 -2.591
C9 5.684 1.277 -1.665
O8 6.262 2.245 -1.305
O9 5.808 0.091 -1.012
F3 2.812 -0.010 -2.115
H7 5.756 -1.607 -2.125
H8 4.361 -1.451 -0.981
H9 4.105 -0.441 -3.561
C10 0.971 -1.683 3.576
C11 -0.376 -2.042 4.231
O10 -0.125 -3.104 5.058
C12 1.185 -3.417 5.002
O11 1.619 -4.237 5.748
O12 1.828 -2.670 4.115
F4 -1.255 -2.449 3.273
H10 1.428 -0.717 3.827
H11 0.839 -1.936 2.522
H12 -0.788 -1.183 4.742
C13 0.281 -2.547 -4.223
C14 0.710 -1.162 -4.512
O13 -0.186 -0.654 -5.469
C15 -1.094 -1.670 -5.848
O14 -2.073 -1.392 -6.430
O15 -0.687 -2.812 -5.301
F5 1.970 -1.174 -5.141
H13 -0.310 -2.637 -3.314
H14 0.996 -3.369 -4.220
H15 0.709 -0.583 -3.602
C16 -0.334 0.622 0.629
C17 1.008 0.161 0.140
O16 0.784 -1.227 -0.237
C18 -0.473 -1.612 0.152
O17 -0.864 -2.742 -0.016
O18 -1.068 -0.615 0.790
F6 1.968 0.100 1.180
H16 -0.961 1.127 -0.100
H17 -0.252 1.106 1.571
H18 1.347 0.646 -0.738
C19 2.398 3.968 1.614
C20 3.105 4.549 0.443
O19 2.064 4.724 -0.458
C21 1.133 3.821 -0.171
O20 0.234 3.539 -0.889
O21 1.433 3.134 0.922
F7 3.997 3.574 -0.028
H19 1.898 4.647 2.296
H20 2.926 3.258 2.216
H21 3.655 5.461 0.581
C22 -3.601 -4.257 2.021
C23 -3.960 -3.199 1.036
O22 -3.987 -2.006 1.819
C24 -3.921 -2.290 3.139
O23 -3.924 -1.532 4.033
O24 -3.871 -3.639 3.287
F8 -5.270 -3.274 0.606
H22 -2.515 -4.486 1.863
H23 -4.168 -5.149 1.796
H24 -3.305 -3.126 0.167

The relative energy (zero: lowest compared OMol25 entry of this formula, charge and spin) is 1.046 eV. As for the SMILES: O=C1OC[C@@H](F)O1.O=C1OC[C@@H](F)O1.O=C1OC[C@@H](F)O1.O=C1OC[C@@H](F)O1.O=C1OC[C@@H](F)O1.O=C1OC[C@@H](F)O1.O=C1OC[C@@H](F)O1.O=C1OC[C@@H](F)O1. The calculation puts the lowest unoccupied orbital energy at 0.3 eV. As for the highest occupied orbital energy: -11.243 eV. As for the total charge: 0. Its total energy is -3533.743262 a.u. As for the orbital gap: 11.59 eV.

# 4
The following is a quantum chemistry calculation of an isolated ion of composition C6H12IN2S and charge +1 at a distorted geometry, from the Open Molecules 2025 dataset.

Geometry (Å):
C1 0.658 -0.326 0.499
C2 0.314 -1.473 -1.738
C3 0.806 0.159 1.927
C4 -1.925 -0.051 0.182
C5 -0.703 0.337 -2.944
C6 -0.441 0.210 -0.343
N1 2.590 -2.140 1.107
N2 -0.280 -0.320 -1.684
S1 1.204 -1.869 0.069
I1 0.568 -2.484 -3.454
H1 1.391 -0.450 2.631
H2 1.471 0.961 1.991
H3 -0.042 0.519 2.443
H4 -1.787 0.326 1.213
H5 -2.570 0.514 -0.566
H6 -1.964 -1.126 0.088
H7 -0.546 1.467 -2.888
H8 -1.694 0.195 -2.968
H9 -0.247 -0.019 -3.878
H10 -0.394 1.249 -0.195
H11 3.128 -1.377 1.491
H12 3.213 -2.726 0.589

The relative energy (zero: lowest compared OMol25 entry of this formula, charge and spin) is 3.312 eV. As for the SMILES: CC1=S(=[NH2+])=C(I)N(C)[C@H]1C. The calculation puts the lowest unoccupied orbital energy (spin up / spin down) at -4.8 / -4.8 eV. As for the highest occupied orbital energy (spin up / spin down): -11.809 / -11.809 eV. As for the total charge: +1. Its total energy is -1040.796326 a.u. As for the orbital gap (spin up / spin down): 6.98 / 6.98 eV.

# 5
The following is a quantum chemistry calculation of a 2-piece molecular cluster, C3H6ClNS overall at a distorted geometry, from the Open Molecules 2025 dataset.

Geometry (Å):
C1 0.383 1.753 0.019
C2 -1.479 -0.318 -0.155
C3 0.451 -1.561 0.023
N1 -0.144 -0.482 0.213
S1 2.004 2.125 0.230
Cl1 2.163 -1.667 0.274
H1 0.165 1.976 -1.100
H2 -1.533 0.619 -0.667
H3 -1.897 -1.161 -0.841
H4 -2.230 -0.325 0.685
H5 0.068 -2.554 -0.217
H6 2.050 1.594 1.537

The relative energy (zero: lowest compared OMol25 entry of this formula, charge and spin) is 4.771 eV. The calculation puts the lowest unoccupied orbital energy at 0.4 eV. As for the highest occupied orbital energy: -7.820 eV. As for the total charge: 0. Its total energy is -1030.877084 a.u. As for the orbital gap: 8.17 eV.

# 6
The following is a quantum chemistry calculation of an isolated ion of composition CH3N6S and charge +1 at a distorted geometry, from the Open Molecules 2025 dataset.

Geometry (Å):
C1 2.317 0.112 -0.040
N1 -1.602 0.921 -0.032
N2 -2.833 0.975 0.021
N3 -2.175 -1.297 0.000
N4 0.952 0.071 -0.417
N5 0.176 -0.531 0.301
N6 -1.117 -0.340 0.034
S1 -3.567 -0.436 0.033
H1 2.974 -0.595 -0.650
H2 2.324 -0.046 1.023
H3 2.551 1.166 -0.273

The relative energy (zero: lowest compared OMol25 entry of this formula, charge and spin) is 0.566 eV. The calculation puts the lowest unoccupied orbital energy at -7.1 eV. As for the highest occupied orbital energy: -15.001 eV. As for the total charge: +1. Its total energy is -766.150207 a.u. As for the orbital gap: 7.91 eV.

Molar mass in g mol⁻¹, matching the order above: 784.0; 1207.9; 848.4; 271.1; 123.6; 131.1